1.
Entry from the OMol25 dataset: a molecular structure, C31H24Cl5I2N5O2PdS4 (ωB97M-V/def2-TZVPD).

Geometry as XYZ:
```
74
Properties=species:S:1:pos:R:3:forces:R:3:mulliken_charge:R:1
I -0.3312 -5.0707 1.7246 -0.054 -0.004 -0.022 0.11
I 4.1283 3.4415 4.5278 0.077 0.100 0.044 0.18
Pd -0.2163 0.2974 1.3543 -0.077 0.194 0.176 -0.20
Cl -2.3807 1.2505 -0.4515 0.185 -0.067 -0.121 0.03
Cl -0.7548 1.3983 4.6835 -0.004 -0.028 -0.007 -0.17
Cl -2.5757 3.7966 5.1854 -0.015 0.031 0.011 -0.15
Cl -4.2578 3.6486 0.0719 -0.035 0.029 0.014 -0.15
Cl -4.3311 4.9719 2.9088 0.010 -0.004 -0.004 -0.14
S -0.5182 0.4221 -3.6959 -0.098 0.072 0.079 -0.06
S 3.3729 2.7674 -1.3888 0.131 -0.001 0.055 0.01
S 0.4546 -1.6781 -1.2099 -0.438 -0.557 -0.023 -0.19
S 3.1908 -1.3786 -3.1255 -0.010 0.018 -0.086 0.11
O 0.6672 -2.0396 2.0166 0.202 -0.204 0.079 -0.60
O 0.5789 -0.0334 -0.9706 0.353 0.116 -0.106 0.73
N -1.6562 -1.7552 0.5476 0.146 -0.181 -0.092 0.52
N -2.1504 -1.8565 -1.7090 -0.060 -0.232 -0.102 0.15
N 1.6935 0.1378 3.6775 0.238 -0.182 0.007 -0.09
N 1.4942 0.7979 2.5195 -0.472 0.133 0.308 1.09
N 2.8981 -2.2525 1.8731 -0.027 0.015 -0.043 -0.13
C -1.5484 1.5066 2.0826 0.287 0.553 0.259 -0.99
C 2.8540 -0.2850 -1.8424 0.012 -0.028 0.204 -0.88
C -2.4913 3.1285 3.6150 0.036 -0.071 0.032 0.15
C -6.2226 -2.8125 -1.4433 0.008 -0.036 -0.017 -0.52
C 1.6702 -2.7641 1.9489 -0.142 -0.081 -0.030 0.46
C 1.5236 3.9596 -0.1006 -0.059 -0.059 -0.071 -0.67
C 1.6091 -4.2760 1.9794 0.015 0.021 -0.045 -1.25
C -1.6256 2.0574 3.3577 -0.231 0.008 0.004 0.69
C 1.7411 1.4265 -4.2646 0.130 -0.040 -0.192 -0.46
C 1.8914 1.9314 -1.1711 -0.139 -0.102 0.236 -0.62
C 4.7501 -1.4027 -1.1037 -0.054 -0.033 0.009 -1.01
C -4.4715 -1.3526 -2.2077 -0.056 0.035 0.039 -0.41
C -3.5533 -2.1773 -1.5800 0.096 0.163 -0.047 0.11
C -3.2923 3.6534 2.6004 -0.039 0.022 0.023 0.36
C -3.9365 -3.3208 -0.8927 -0.022 -0.047 -0.039 -0.10
C 1.6356 0.5934 -1.8294 0.062 0.337 -0.304 3.80
C 2.7996 4.1327 -0.5378 0.023 0.034 -0.040 -0.59
C 0.9442 1.5418 -5.4413 0.116 0.015 0.053 -0.92
C -3.2625 3.0722 1.3366 -0.035 -0.079 -0.062 -0.14
C 4.5396 -2.0105 -2.3097 0.041 -0.002 0.017 -0.60
C 2.5065 0.8060 4.5021 -0.002 0.025 -0.042 -0.30
C 2.2102 1.9209 2.6269 0.040 0.160 -0.179 -0.46
C -2.3989 2.0071 1.1114 -0.054 -0.017 0.038 1.07
C -5.2857 -3.6342 -0.8290 -0.005 0.034 0.030 -0.69
C 0.9986 2.6892 -0.4709 -0.048 0.200 -0.088 -0.98
C 3.7777 -0.4122 -0.8348 0.014 0.015 -0.022 -1.01
C 1.0914 0.8267 -3.2336 -0.304 -0.225 0.192 -0.76
C -1.2891 -1.7793 -0.7361 0.255 0.126 -0.122 -0.04
C -5.8175 -1.6782 -2.1330 0.003 0.017 0.009 -0.74
C 2.8688 1.9734 3.8553 -0.029 -0.188 -0.114 -0.79
C -0.3016 1.0340 -5.2809 -0.021 0.001 0.086 -0.55
H 2.2465 2.6274 1.8112 -0.075 -0.011 0.071 0.18
H 0.9725 4.7066 0.4526 0.003 -0.002 -0.003 0.48
H 3.4379 4.9931 -0.4114 -0.005 -0.012 -0.001 0.54
H 3.7809 0.2255 0.0402 -0.031 -0.030 0.006 0.90
H 5.5770 -1.6436 -0.4509 0.029 0.039 -0.036 0.56
H -2.6466 -1.8783 0.7345 -0.001 0.109 0.083 0.28
H -0.0134 2.3837 -0.2552 -0.003 0.012 -0.084 0.53
H 1.9783 -4.6350 2.9383 0.004 0.004 0.009 0.49
H 1.2926 1.9874 -6.3611 0.000 0.001 0.015 0.48
H 1.1880 -0.7170 3.8461 -0.042 -0.010 -0.022 0.00
H 2.7638 1.7736 -4.2063 -0.015 0.022 0.023 0.55
H -4.1426 -0.4688 -2.7409 0.003 -0.012 0.002 0.42
H -1.1089 0.9964 -5.9944 0.007 -0.022 0.011 0.51
H -1.7824 -1.6836 -2.6410 0.006 -0.056 0.013 0.36
H -7.2724 -3.0688 -1.3987 0.007 0.011 0.014 0.42
H 2.2303 -4.6935 1.1903 0.043 0.004 0.024 0.54
H 3.0051 -1.2513 1.8076 0.026 -0.016 0.003 0.05
H 2.7707 0.4284 5.4766 0.014 -0.030 -0.030 0.50
H -1.0034 -2.1383 1.2427 0.094 -0.017 -0.077 -0.10
H -3.1951 -3.9785 -0.4533 -0.002 0.006 -0.018 0.50
H -5.6024 -4.5304 -0.3133 -0.005 0.008 0.000 0.41
H 3.7112 -2.8355 1.7652 0.005 0.004 0.008 0.27
H -6.5488 -1.0442 -2.6150 0.002 -0.010 -0.006 0.42
H 5.1402 -2.7758 -2.7766 -0.013 0.003 0.010 0.51
```
Forces are in eV/Å.

Summary:
HOMO energy: -0.493 Eh
total charge: +2
energy above the lowest of the compared OMol25 structures with the same formula, charge and spin: 23.0 kcal per mole


2.
Entry from the OMol25 dataset: 2 unconnected molecules or ions with the total composition C25H36N3O3S2Si at a distorted geometry (ωB97M-V/def2-TZVPD).

Geometry as XYZ:
```
70
Properties=species:S:1:pos:R:3:forces:R:3:mulliken_charge:R:1
S -4.5877 -1.6311 2.4656 0.002 -0.316 -1.444 -0.11
S 2.2737 2.4483 -2.0836 -0.163 -0.251 0.038 -0.21
Si 6.4591 -2.0459 2.0133 0.838 -0.479 -0.426 0.28
O -2.8882 0.6132 -5.6891 -0.761 1.168 1.555 -0.60
O -3.3415 2.2389 -4.1456 0.281 -0.411 -0.519 -0.36
O -3.5822 -1.8740 -0.2302 -2.345 -0.519 -1.159 -0.16
N -5.4454 -2.3057 -1.5255 3.788 0.415 -0.371 -0.25
N -6.0121 -2.1780 -0.2411 7.996 1.138 0.591 -0.28
N 0.2570 2.0875 2.6702 3.655 -3.648 -2.243 -0.07
C -3.0099 0.9249 1.2471 -0.139 0.926 -1.259 0.00
C -3.5874 1.0644 -4.7970 1.288 -1.001 -1.540 0.57
C 1.2960 1.0385 -2.8681 -0.976 -1.375 0.208 -0.46
C 6.3959 -3.5363 3.2492 0.083 -0.311 0.826 -0.89
C -4.2934 2.3998 -3.0950 -0.209 0.527 0.384 0.22
C 3.9235 -0.1834 2.5384 -0.771 -1.587 -2.992 -0.50
C -0.2775 0.9979 -2.3715 0.392 0.108 -0.886 -0.37
C -4.9915 0.1123 3.0033 -1.669 1.817 -0.655 -0.58
C 7.1518 -2.7248 0.3127 0.328 -0.262 -0.710 -1.01
C 1.6308 1.5443 3.0324 -0.552 -1.483 -2.328 -0.47
C -1.9525 2.2122 1.0941 0.923 -0.550 0.835 -0.48
C -0.5284 0.0364 -1.0644 0.387 -0.200 -0.448 0.08
C 3.9914 -1.7947 0.2321 -3.478 3.152 1.508 -0.57
C 1.7041 -0.0730 0.6953 0.493 -0.141 0.757 0.20
C -0.4216 1.6129 1.4048 0.689 -1.115 -1.623 -0.08
C -5.4633 1.5336 -3.4821 -0.891 -0.031 0.312 -0.61
C 2.4349 0.4442 2.1049 -0.904 0.214 -0.247 0.32
C -4.3728 1.3054 2.0718 0.558 1.161 0.736 -0.74
C -4.8032 0.4000 -4.2256 -0.514 0.096 -0.097 0.26
C 0.2002 0.5386 0.3156 1.874 1.246 3.689 0.81
C 2.5153 -1.1855 -0.1937 2.252 0.230 2.471 -0.33
C 4.7065 -1.2919 1.6187 -4.811 2.324 -0.727 0.35
C -4.8064 -1.8935 0.6263 -1.244 -0.177 -4.343 0.31
C 7.5791 -0.5891 2.5923 -0.260 1.179 0.158 -0.96
C -3.9355 -2.1447 -1.6558 -6.597 0.052 5.534 -0.04
H 4.4887 -2.5845 -0.5090 -1.189 1.956 1.946 0.29
H 5.9724 -4.4958 2.7095 0.758 1.934 1.283 0.28
H -3.3559 0.7001 0.1266 0.931 0.021 2.614 -0.21
H -0.6279 2.1107 -2.2414 0.589 -2.223 0.007 0.23
H -6.1234 2.0843 -4.1632 0.110 -0.068 0.164 0.28
H -4.0743 2.1919 2.8144 -0.749 -1.872 -1.487 0.28
H -6.0591 1.2069 -2.6257 0.080 0.089 -0.085 0.35
H 2.0395 -1.5996 -1.1795 0.989 0.968 2.206 0.16
H -5.4478 0.0099 -5.0166 0.366 -0.225 0.124 0.39
H -2.3724 0.0561 1.7030 -1.683 1.464 -0.903 0.45
H -2.2139 3.0620 1.8813 0.675 -1.755 -1.690 0.48
H -3.8328 2.0803 -2.1543 0.036 -0.021 0.028 -0.29
H 7.0808 0.4101 2.2086 1.086 -1.887 0.731 0.29
H -0.8954 0.5623 -3.2843 1.102 0.726 2.019 0.12
H 4.4105 0.1919 3.5482 -1.129 -0.855 -2.377 0.24
H 5.7851 -3.2692 4.2369 1.265 -0.786 -2.165 0.29
H 6.8025 -3.8214 0.0846 0.597 2.081 0.425 0.26
H 8.6442 -0.6545 2.1060 -1.979 0.088 1.278 0.32
H 1.8249 0.0239 -2.6180 -1.045 1.904 -0.509 0.13
H 2.1363 1.8988 4.0441 -1.434 -0.659 -2.403 0.31
H -0.0563 -1.0241 -1.3432 -1.002 2.336 0.843 0.30
H -4.6636 0.2562 4.1285 -0.420 -0.827 -2.399 0.36
H -6.1754 0.2346 2.9713 2.614 -0.314 0.213 0.32
H 8.3444 -2.7435 0.3321 -2.646 0.166 -0.125 0.30
H 1.3003 1.1243 -4.0577 0.286 0.344 2.781 0.41
H -1.9452 2.6667 0.0149 0.008 -0.877 2.144 0.14
H -4.5758 3.4533 -3.0115 0.290 -0.127 -0.068 0.35
H 2.3094 2.2794 -0.6840 -0.444 -0.537 -1.612 0.11
H -1.6821 -0.1433 -0.9840 2.274 0.486 0.396 -0.57
H -5.2099 1.7792 1.3684 1.931 -1.319 1.389 0.29
H -0.1732 2.7821 3.3383 0.473 -1.141 -1.320 0.35
H 7.5128 -3.7457 3.5679 -2.211 0.304 -0.602 0.28
H 6.7604 -2.0262 -0.5475 1.073 -1.354 1.470 0.31
H -4.4890 -0.4009 -3.5507 -0.090 0.006 -0.181 -0.52
H 7.5770 -0.5330 3.7641 0.411 -0.062 -2.235 0.27
H -3.2342 -2.2248 -2.5978 -1.464 0.139 2.515 0.40
```
Forces are in eV/Å.

Summary:
HOMO energy: -0.414 Eh
total charge: +1


no.,LUMO energy (eV)
1,-6.80
2,-4.93